Entry from the OMol25 dataset: a molecular structure, C39H36Cl2InN2O6PS (wB97M-V/def2-TZVPD).

Structure (ORCA input):
```
! RIJCOSX wB97M-V def2-TZVPD def2/J DEFGRID3
* xyz 0 1
In -0.34438 -0.39859 -1.34601
C -0.16503 -1.64164 4.58014
C -0.61310 -0.24120 4.27753
C -0.81967 0.64197 5.33211
C -1.21980 1.95055 5.11941
C -1.43049 2.41050 3.82870
C -1.22822 1.54682 2.76604
C -0.82561 0.22750 2.97671
P -0.55193 -0.71598 1.45086
C 0.94062 -1.73736 1.69619
C 0.90332 -3.11173 1.48230
C 2.05507 -3.87516 1.56378
C 3.26045 -3.26031 1.86641
C 3.29924 -1.89286 2.08352
C 2.15239 -1.10877 2.00486
C 2.24743 0.36084 2.28987
C -1.95890 -1.85482 1.32765
C -2.86117 -1.99956 2.38244
C -4.03137 -2.71856 2.22854
C -4.31430 -3.30748 1.00191
C -3.42471 -3.17323 -0.04691
C -2.23397 -2.45068 0.08393
C -1.33669 -2.30864 -1.08639
H -0.47172 -1.92054 5.58691
H 0.92125 -1.72646 4.52199
H -0.57596 -2.36826 3.88104
H -0.66017 0.29045 6.34390
H -1.35989 2.61179 5.96379
H -1.72643 3.43391 3.64785
H -1.34770 1.90230 1.74903
H -0.04046 -3.59166 1.25404
H 2.00996 -4.94143 1.39279
H 4.16839 -3.84341 1.93729
H 4.23995 -1.41076 2.31665
H 3.25602 0.72535 2.10815
H 1.99329 0.57815 3.32964
H 1.56604 0.95584 1.67948
H -2.66067 -1.51630 3.32898
H -4.71849 -2.81517 3.05732
H -5.22773 -3.87075 0.86514
H -3.64757 -3.62837 -1.00433
H -1.89672 -2.47432 -2.00711
H -0.51197 -3.02106 -1.06823
Cl 4.15669 0.33189 -7.26829
C 2.86445 0.14084 -6.12442
C 1.61470 0.69811 -6.40844
C 0.57917 0.56046 -5.52315
Cl -0.95251 1.25167 -5.93672
C 0.70512 -0.13637 -4.28385
O -0.29696 -0.26303 -3.48787
C 1.99330 -0.69631 -4.04145
C 2.30380 -1.45580 -2.86218
O 1.59641 -1.64436 -1.87812
C 3.04935 -0.55089 -4.96226
H 1.46269 1.23864 -7.33125
H 3.30960 -1.91258 -2.86364
H 4.01116 -0.98939 -4.73514
C -4.71294 0.48478 -0.03281
N -4.41042 1.25885 -1.23141
C -5.48493 1.89981 -1.96989
C -3.13401 1.29816 -1.62363
C -2.71163 2.02884 -2.85236
O -2.28488 0.70934 -0.92410
H -5.76515 0.61254 0.20683
H -4.10476 0.83163 0.80207
H -4.49661 -0.57316 -0.18868
H -6.40809 1.77048 -1.41033
H -5.61610 1.45195 -2.95555
H -5.30525 2.96810 -2.08213
H -3.48000 2.64953 -3.30043
H -2.37140 1.29340 -3.57785
H -1.84365 2.63561 -2.59485
O 1.84312 4.11033 1.80844
S 1.60733 4.57136 0.44576
O 3.10772 4.46817 -0.34115
N 0.78065 3.39853 -0.34152
C 1.36295 2.29866 -0.72539
O 0.66008 1.37919 -1.27782
C 2.82260 2.10589 -0.60371
C 3.41270 0.84530 -0.65186
C 4.78107 0.69972 -0.55219
C 5.58653 1.82754 -0.41947
C 5.02481 3.08758 -0.35071
C 3.64233 3.22133 -0.42599
H 2.78113 -0.02453 -0.72816
H 5.22307 -0.28749 -0.56582
H 6.66051 1.72002 -0.35296
H 5.62768 3.97478 -0.22349
*
```

For each atom in turn, the Mulliken charge in e is: number 1, In, carries 2.66; number 2, C, carries -1.57; number 3, C, carries 1.33; number 4, C, carries -0.92; number 5, C, carries -0.77; number 6, C, carries -0.91; number 7, C, carries -1.04; number 8, C, carries 0.77; number 9, P, carries 1.01; number 10, C, carries 1.18; number 11, C, carries -0.77; number 12, C, carries -0.96; number 13, C, carries -0.88; number 14, C, carries -0.69; number 15, C, carries 0.60; number 16, C, carries -1.21; number 17, C, carries 1.22; number 18, C, carries -1.27; number 19, C, carries -0.79; number 20, C, carries -0.94; number 21, C, carries -0.62; number 22, C, carries 0.78; number 23, C, carries -2.41; number 24, H, carries 0.57; number 25, H, carries 0.27; number 26, H, carries 0.21; number 27, H, carries 0.47; number 28, H, carries 0.40; number 29, H, carries 0.47; number 30, H, carries 0.37; number 31, H, carries 0.52; number 32, H, carries 0.45; number 33, H, carries 0.40; number 34, H, carries 0.49; number 35, H, carries 0.51; number 36, H, carries 0.33; number 37, H, carries -0.12; number 38, H, carries 0.26; number 39, H, carries 0.48; number 40, H, carries 0.37; number 41, H, carries 0.46; number 42, H, carries 0.64; number 43, H, carries 0.45; number 44, Cl, carries -0.24; number 45, C, carries 0.08; number 46, C, carries -0.68; number 47, C, carries 0.38; number 48, Cl, carries -0.23; number 49, C, carries 0.08; number 50, O, carries -0.86; number 51, C, carries 1.28; number 52, C, carries -0.24; number 53, O, carries -0.69; number 54, C, carries -1.12; number 55, H, carries 0.46; number 56, H, carries 0.29; number 57, H, carries 0.41; number 58, C, carries -0.54; number 59, N, carries 0.14; number 60, C, carries -0.98; number 61, C, carries 0.17; number 62, C, carries -0.90; number 63, O, carries -0.46; number 64, H, carries 0.34; number 65, H, carries 0.15; number 66, H, carries 0.16; number 67, H, carries 0.30; number 68, H, carries 0.35; number 69, H, carries 0.34; number 70, H, carries 0.55; number 71, H, carries 0.04; number 72, H, carries 0.19; number 73, O, carries -0.51; number 74, S, carries 0.34; number 75, O, carries -0.60; number 76, N, carries -0.49; number 77, C, carries 0.12; number 78, O, carries 0.17; number 79, C, carries 0.43; number 80, C, carries 0.29; number 81, C, carries -1.36; number 82, C, carries -0.66; number 83, C, carries -0.77; number 84, C, carries 0.53; number 85, H, carries 0.55; number 86, H, carries 0.53; number 87, H, carries 0.40; number 88, H, carries 0.47

Entry from the OMol25 dataset: a molecular structure, C34H38AuN4S2Si at a distorted geometry (wB97M-V/def2-TZVPD).

Structure (ORCA input):
```
! RIJCOSX wB97M-V def2-TZVPD def2/J DEFGRID3
* xyz 1 1
Au 0.13846 0.65456 -2.34354
C -1.87519 0.69156 -1.55678
Si -2.13943 -0.78558 -0.42577
C -1.16880 -2.22956 -1.27062
N 0.10501 -1.80878 -1.84990
C 0.39310 -2.43835 -3.13919
C 0.86633 -3.88687 -3.01866
C 2.10776 -3.92976 -2.13393
C 1.73473 -3.38235 -0.76002
C 1.20917 -1.95116 -0.90336
C -1.69866 -0.51202 1.39627
C -1.66317 -1.57501 2.29702
C -1.53601 -1.36080 3.65799
C -1.43615 -0.06878 4.15070
C -1.44244 1.00029 3.26976
C -1.57671 0.77526 1.91167
C -4.01173 -1.14931 -0.43500
C -4.77955 -0.97178 0.71228
C -6.14633 -1.18151 0.69214
C -6.77249 -1.55882 -0.48365
C -6.02242 -1.73710 -1.63415
C -4.65605 -1.52785 -1.60902
H -1.99965 1.65125 -1.07230
H -2.49655 0.66028 -2.44533
H -1.80184 -2.60299 -2.07283
H -1.01479 -3.06412 -0.58356
H 1.16564 -1.85469 -3.64130
H -0.50705 -2.38689 -3.75182
H 1.08330 -4.27351 -4.01489
H 0.07853 -4.50530 -2.58171
H 2.90122 -3.31403 -2.56802
H 2.48885 -4.94800 -2.05011
H 2.60088 -3.37033 -0.09604
H 0.97979 -4.03071 -0.31034
H 2.02587 -1.30581 -1.22931
H 0.86321 -1.57037 0.05903
H -1.78123 -2.58534 1.93399
H -1.55291 -2.20139 4.33841
H -1.37481 0.10859 5.21334
H -1.35860 2.01023 3.64603
H -1.60073 1.61607 1.23813
H -4.30309 -0.66828 1.63268
H -6.72191 -1.04375 1.59541
H -7.84096 -1.70512 -0.50373
H -6.50535 -2.03280 -2.55347
H -4.08402 -1.65822 -2.51629
S 4.17507 2.38451 -3.40075
C 4.34250 0.68260 -3.46341
C 3.17209 0.02572 -3.22682
C 2.10016 0.90073 -2.97749
C 2.47748 2.21451 -3.03407
C 1.60810 3.33317 -2.82500
C 2.03281 4.66074 -2.93690
C 1.13420 5.67722 -2.69380
C -0.17538 5.35478 -2.35312
C -0.52403 4.01721 -2.28268
N 0.34027 3.04531 -2.51317
H 5.30376 0.25469 -3.67607
H 3.10979 -1.04856 -3.25183
H 3.05751 4.85569 -3.20987
H 1.44786 6.70764 -2.76462
H -0.90625 6.11944 -2.14719
H -1.53183 3.71250 -2.03898
C 1.99670 -1.21090 4.74797
C 2.10566 0.08088 4.01501
C 2.58442 1.23806 4.57299
C 2.65758 2.39631 3.76189
N 2.28009 2.37503 2.50434
C 1.83785 1.25680 1.94927
S 1.42764 1.19354 0.33649
N 1.74119 0.10981 2.71269
C 3.18594 3.68999 4.26516
H 2.27202 -1.07969 5.79169
H 2.65842 -1.95028 4.29484
H 0.98058 -1.60073 4.69534
H 2.89556 1.25454 5.60463
H 1.37526 -0.71988 2.26037
H 3.43495 3.65681 5.32146
H 2.45467 4.47579 4.08422
H 4.07414 3.94494 3.68718
*
```

For each atom in turn, the Mulliken charge in e is: number 1, Au, carries 0.98; number 2, C, carries -1.29; number 3, Si, carries -0.32; number 4, C, carries -0.86; number 5, N, carries 0.71; number 6, C, carries -0.79; number 7, C, carries -0.58; number 8, C, carries -0.64; number 9, C, carries -0.83; number 10, C, carries -0.38; number 11, C, carries 1.03; number 12, C, carries 0.08; number 13, C, carries -1.13; number 14, C, carries -0.52; number 15, C, carries -0.80; number 16, C, carries -0.43; number 17, C, carries 0.72; number 18, C, carries -0.16; number 19, C, carries -0.72; number 20, C, carries -0.52; number 21, C, carries -0.73; number 22, C, carries -0.63; number 23, H, carries 0.30; number 24, H, carries 0.73; number 25, H, carries 0.68; number 26, H, carries 0.22; number 27, H, carries 0.25; number 28, H, carries 0.46; number 29, H, carries 0.40; number 30, H, carries 0.28; number 31, H, carries 0.20; number 32, H, carries 0.42; number 33, H, carries 0.50; number 34, H, carries 0.23; number 35, H, carries 0.61; number 36, H, carries -0.40; number 37, H, carries 0.43; number 38, H, carries 0.53; number 39, H, carries 0.46; number 40, H, carries 0.48; number 41, H, carries 0.31; number 42, H, carries 0.24; number 43, H, carries 0.41; number 44, H, carries 0.40; number 45, H, carries 0.41; number 46, H, carries 0.28; number 47, S, carries -0.26; number 48, C, carries -0.56; number 49, C, carries -0.66; number 50, C, carries -0.07; number 51, C, carries -0.11; number 52, C, carries 1.54; number 53, C, carries -0.95; number 54, C, carries -0.34; number 55, C, carries -0.95; number 56, C, carries -0.16; number 57, N, carries -0.14; number 58, H, carries 0.48; number 59, H, carries 0.33; number 60, H, carries 0.36; number 61, H, carries 0.46; number 62, H, carries 0.41; number 63, H, carries 0.49; number 64, C, carries -1.37; number 65, C, carries 1.19; number 66, C, carries -0.97; number 67, C, carries 0.91; number 68, N, carries -0.49; number 69, C, carries -0.74; number 70, S, carries 0.26; number 71, N, carries 0.29; number 72, C, carries -1.30; number 73, H, carries 0.40; number 74, H, carries 0.35; number 75, H, carries 0.21; number 76, H, carries 0.37; number 77, H, carries 0.00; number 78, H, carries 0.37; number 79, H, carries 0.32; number 80, H, carries 0.31

Per-record HOMO, Eh: -0.301, -0.377
Per-record total energy, eV: -106637.5698, -75069.5034
Per-record LUMO level, eV: -0.24, -4.67